Below is a structure of composition C29H48ClCoN4O4Si, with properties calculated with ωB97M-V/def2-TZVPD.

Element x y z (Å)
Co: -0.854 0.450 -0.078
Cl: 0.148 2.527 -0.250
Si: 2.295 0.969 1.170
O: -2.156 1.166 1.472
O: -2.767 0.258 -1.120
O: -1.589 -2.296 0.486
O: 0.055 -0.453 -1.490
N: -2.048 2.360 3.438
N: 0.734 0.217 1.608
N: -4.515 -0.794 -2.158
N: 0.395 -3.438 0.246
C: 1.393 -0.163 3.958
C: 2.418 -1.453 -2.129
C: 4.358 -1.496 -3.578
C: -1.214 -1.008 4.490
C: 2.232 -0.682 -4.412
C: 0.089 1.196 -3.348
C: 2.499 2.484 2.288
C: 1.259 -4.176 -0.660
C: 0.987 -0.401 5.266
C: -3.350 1.988 3.963
C: 3.574 -1.014 -4.635
C: 0.967 3.545 -3.388
C: -1.254 3.304 4.215
C: 0.285 -0.255 -2.824
C: -3.300 -0.779 -1.586
C: -0.791 -2.962 -0.192
C: 2.999 1.493 -0.523
C: -5.073 -1.990 -2.780
C: 1.672 -0.825 -3.137
C: -0.798 -0.816 3.182
C: 3.779 -1.732 -2.324
C: -1.681 2.091 2.174
C: 0.683 -3.573 1.666
C: 1.113 2.064 -3.411
C: -5.426 0.331 -2.026
C: 3.559 -0.460 1.402
C: -0.325 -0.789 5.551
C: 0.477 -0.238 2.848
C: -1.313 1.602 -3.677
H: -0.061 3.885 -3.538
H: 2.220 2.295 3.334
H: 1.601 -0.264 -5.202
H: -0.878 2.741 1.788
H: -1.895 1.714 -2.750
H: -0.437 -0.843 -3.430
H: 1.880 3.310 1.910
H: 4.375 -2.114 -1.486
H: -5.967 -2.328 -2.236
H: 5.423 -1.692 -3.725
H: -3.806 1.235 3.321
H: 2.430 0.128 3.783
H: 4.583 -0.069 1.467
H: 1.956 -1.627 -1.152
H: -3.994 2.875 4.027
H: 2.968 0.666 -1.243
H: 4.057 1.776 -0.414
H: -0.984 -3.216 -1.255
H: -4.324 -2.788 -2.791
H: -6.218 0.093 -1.302
H: -1.457 -1.099 2.365
H: 0.983 -4.611 1.865
H: 3.521 -1.134 0.532
H: -1.810 0.850 -4.309
H: -4.878 1.216 -1.700
H: -1.348 2.558 -4.217
H: 3.550 2.811 2.279
H: 1.700 -0.274 6.082
H: -2.240 -1.334 4.695
H: -0.196 -3.315 2.261
H: 0.933 -3.995 -1.691
H: 1.518 -2.915 1.949
H: -0.663 -0.928 6.580
H: -5.379 -1.766 -3.813
H: -2.800 -1.764 -1.547
H: 4.013 -0.872 -5.628
H: 1.596 3.997 -4.159
H: -3.218 1.600 4.978
H: 2.301 -3.846 -0.554
H: 2.472 2.346 -0.966
H: -1.704 4.311 4.184
H: 1.283 3.944 -2.421
H: 1.212 -5.255 -0.444
H: -0.244 3.348 3.783
H: -5.904 0.510 -2.994
H: 2.138 1.691 -3.471
H: -1.202 2.968 5.260
H: 3.380 -1.072 2.296

E   -3786.38388 Ha
Frontier orbital gap (spin up / spin down)   5.377 / 5.358 eV
Strongest force on any atom   2.44 eV/A
⟨S²⟩   3.756
Multiplicity   4
LUMO energy (spin up / spin down)   2.29 / 2.29 eV
HOMO energy (spin up / spin down)   -3.08 / -3.07 eV
Charge   -1

***

Below is a structure of composition C29H48CoNOP2, with properties calculated with ωB97M-V/def2-TZVPD.

Element x y z (Å)
Co: -1.505 -2.409 1.591
P: -1.779 -4.051 0.314
P: 1.377 -3.268 -0.380
O: 1.758 4.101 1.123
N: 2.693 4.325 2.016
C: -0.165 -0.919 -1.087
C: 1.870 -0.227 0.346
C: -4.804 0.532 -1.441
C: -3.339 1.571 0.413
C: -4.146 1.057 1.571
C: -1.604 2.375 -0.888
C: 1.806 1.117 -2.613
C: 2.715 -3.624 -1.723
C: -2.529 1.732 -1.772
C: -2.380 -4.381 -1.303
C: -2.903 -4.519 1.692
C: 2.167 1.164 -0.072
C: -3.594 1.253 -0.961
C: 2.020 1.760 -1.277
C: -1.497 2.781 1.696
C: 1.716 -0.432 -2.652
C: 0.348 -0.495 0.242
C: 3.511 4.037 4.249
C: 0.344 -0.866 -2.331
C: 3.719 5.191 1.752
C: 2.532 -3.448 1.043
C: -0.729 3.506 -1.239
C: -2.082 2.201 0.464
C: -2.584 1.938 -3.255
C: 2.597 3.723 3.249
C: 4.548 4.936 3.987
C: 0.758 -5.031 -0.408
C: 4.643 5.501 2.714
C: -0.374 -5.268 0.621
H: 2.697 1.466 -3.162
H: -3.056 1.104 -3.799
H: -1.614 2.139 -3.757
H: -3.141 -5.573 1.532
H: -5.157 1.514 1.588
H: -2.516 -5.460 -1.414
H: 3.467 -4.313 -1.281
H: -0.166 0.428 0.531
H: 5.434 6.199 2.457
H: 1.645 -5.668 -0.170
H: -3.332 -3.856 -1.378
H: -1.709 -3.973 -2.060
H: -0.301 3.425 -2.240
H: -3.800 -3.895 1.593
H: -1.710 2.135 2.556
H: -4.246 -0.054 1.465
H: 2.190 2.838 -1.306
H: 2.206 -0.286 1.388
H: 3.748 5.589 0.729
H: 0.083 3.625 -0.515
H: -1.337 4.431 -1.194
H: 5.239 5.205 4.776
H: -0.906 -6.243 0.522
H: 3.210 -4.284 0.827
H: -0.308 -1.153 -3.175
H: 2.521 -0.879 -2.088
H: -0.056 -5.029 1.668
H: 3.386 3.542 5.212
H: -4.847 -0.456 -0.919
H: 3.231 -2.710 -2.073
H: 1.890 -0.771 -3.669
H: 2.487 -0.982 -0.168
H: -0.012 -1.271 1.036
H: 3.125 -2.545 1.206
H: -0.410 2.933 1.685
H: 2.672 1.741 0.722
H: 2.228 -4.116 -2.590
H: -2.421 -4.387 2.680
H: -3.704 1.230 2.558
H: 1.773 3.014 3.377
H: -4.781 0.393 -2.536
H: -1.241 -1.236 -0.916
H: -1.927 3.768 1.951
H: 0.428 -5.221 -1.464
H: 0.932 1.505 -3.179
H: -3.233 2.819 -3.438
H: 1.954 -3.658 1.945
H: -5.724 1.109 -1.195

E   -3328.70553 Ha
Frontier orbital gap (spin up / spin down)   5.281 / 4.390 eV
Strongest force on any atom   2.56 eV/A
⟨S²⟩   8.770
Multiplicity   6
LUMO energy (spin up / spin down)   -1.82 / -5.27 eV
HOMO energy (spin up / spin down)   -7.10 / -9.66 eV
Charge   +1